Formula: C3H2NaO3
Source: the OMol25 dataset
Level of theory: wB97M-V/def2-TZVPD

Properties
Orbital gap in eV: 5.6
E_HOMO in eV: -3.5
ΔE to the lowest compared entry with this formula, charge and spin in eV: 0.000
E_tot in hartree: -503.4830

```
! RIJCOSX wB97M-V def2-TZVPD def2/J DEFGRID3
* xyz -1 1
Na 3.09099 0.86620 0.41197
O -0.46206 -0.36900 0.61880
O 0.94481 1.30778 0.11045
O -1.16597 1.19177 -0.68818
C -0.17441 0.80763 0.09225
C -2.13958 0.11930 -0.87024
C -1.58346 -0.86934 -0.14371
H 3.46361 -1.23218 0.26936
H -1.97393 -1.82214 0.19930
*
```